1.
{
  "formula": "C15H20AlCl5N9Si2",
  "method": "ωB97M-V/def2-TZVPD",
  "symbols": ["Al", "Cl", "C", "C", "C", "Cl", "C", "Cl", "C", "Cl", "C", "Cl", "N", "C", "N", "N", "N", "N", "C", "N", "N", "N", "N", "H", "C", "Si", "C", "C", "C", "Si", "C", "C", "C", "H", "H", "H", "H", "H", "H", "H", "H", "H", "H", "H", "H", "H", "H", "H", "H", "H", "H", "H"],
  "xyz": [[-8.021, 6.116, 11.821], [-10.819, 5.997, 9.752], [-10.346, 7.449, 10.524], [-9.038, 7.516, 10.983], [-8.487, 8.796, 11.243], [-6.865, 8.880, 11.803], [-9.178, 9.943, 10.978], [-8.411, 11.508, 11.096], [-10.580, 9.804, 10.606], [-11.493, 11.208, 10.283], [-11.170, 8.557, 10.476], [-12.904, 8.464, 10.290], [-10.031, 5.328, 14.153], [-8.914, 6.039, 14.598], [-8.668, 6.280, 15.893], [-7.408, 6.846, 15.861], [-7.003, 6.955, 14.619], [-7.945, 6.377, 13.786], [-9.985, 4.381, 13.133], [-10.836, 3.378, 13.012], [-10.433, 2.771, 11.913], [-9.313, 3.306, 11.449], [-9.008, 4.402, 12.220], [-10.764, 5.217, 14.878], [-4.323, 2.948, 10.841], [-5.113, 4.294, 11.973], [-3.786, 5.221, 12.858], [-5.878, 3.213, 13.287], [-6.314, 5.522, 11.076], [-6.275, 5.151, 9.207], [-4.578, 5.547, 8.521], [-7.098, 3.397, 8.877], [-7.409, 6.301, 8.160], [-5.083, 2.437, 10.267], [-3.772, 2.237, 11.478], [-3.534, 3.326, 10.090], [-3.376, 6.093, 12.371], [-2.938, 4.602, 13.199], [-4.150, 5.742, 13.738], [-5.006, 2.689, 13.711], [-6.536, 2.453, 12.806], [-6.420, 3.721, 14.108], [-5.553, 6.360, 11.136], [-4.281, 5.170, 7.523], [-3.776, 5.177, 9.183], [-4.509, 6.627, 8.439], [-6.822, 2.601, 9.557], [-6.943, 3.075, 7.879], [-8.219, 3.540, 8.952], [-7.415, 7.343, 8.535], [-8.435, 5.975, 8.142], [-7.030, 6.309, 7.109]],
  "mulliken_charge": [-1.6986, -0.1519, 0.4807, -0.3353, 0.3165, -0.1737, -0.2986, -0.1946, 0.4658, -0.1981, -0.0174, -0.1934, -0.1049, 0.2664, -0.5284, -0.5547, -0.2855, 1.2335, 0.2293, -0.5463, -0.6463, -0.3490, 1.1281, 0.3213, -1.2374, 0.3386, -1.3300, -0.9603, 0.9955, 0.5085, -1.2303, -1.2197, -1.1025, 0.3488, 0.4136, 0.2804, 0.4214, 0.3355, 0.3905, 0.3800, 0.2282, 0.2543, 0.0474, 0.3233, 0.3038, 0.3319, 0.3821, 0.5110, 0.2419, 0.2537, 0.2612, 0.3637],
  "e_above_lowest_kj_mol": 13.2,
  "e_homo_ev": -5.82,
  "charge": -1
}

---

2.
{
  "formula": "C15H20BCl3F4O27Y",
  "method": "ωB97M-V/def2-TZVPD",
  "symbols": ["Y", "Cl", "O", "O", "O", "O", "Cl", "O", "O", "O", "O", "Cl", "O", "O", "O", "O", "B", "F", "F", "F", "F", "C", "C", "O", "C", "O", "O", "H", "H", "H", "H", "C", "C", "O", "C", "O", "O", "H", "H", "H", "H", "C", "C", "O", "C", "O", "O", "H", "H", "H", "H", "C", "C", "O", "C", "O", "O", "H", "H", "H", "H", "C", "C", "O", "C", "O", "O", "H", "H", "H", "H"],
  "xyz": [[-14.990, 34.382, 26.007], [-13.849, 31.528, 28.381], [-14.381, 30.232, 27.928], [-14.058, 32.510, 27.363], [-14.382, 31.992, 29.539], [-12.475, 31.395, 28.666], [-10.986, 35.568, 26.395], [-10.724, 36.905, 26.719], [-10.760, 34.915, 27.564], [-12.372, 35.291, 26.030], [-10.157, 34.993, 25.383], [-18.467, 36.313, 25.562], [-19.261, 36.664, 26.695], [-17.711, 37.454, 24.981], [-17.485, 35.264, 25.878], [-19.302, 35.684, 24.558], [-15.048, 36.249, 28.799], [-15.659, 35.656, 29.835], [-14.480, 35.385, 27.849], [-15.988, 36.924, 28.137], [-14.244, 37.130, 29.492], [-18.670, 30.021, 24.749], [-17.491, 29.355, 25.552], [-16.507, 30.291, 25.354], [-17.039, 31.538, 25.114], [-16.480, 32.634, 25.152], [-18.273, 31.390, 24.722], [-19.525, 29.897, 25.413], [-18.722, 29.614, 23.739], [-17.177, 28.406, 25.117], [-17.735, 29.064, 26.573], [-11.320, 31.106, 23.024], [-11.913, 31.823, 21.775], [-12.917, 32.640, 22.274], [-13.086, 32.417, 23.565], [-13.789, 33.072, 24.327], [-12.255, 31.443, 23.988], [-10.346, 31.528, 23.274], [-11.291, 30.060, 22.719], [-12.333, 31.059, 21.121], [-11.186, 32.407, 21.211], [-16.652, 36.978, 20.982], [-17.428, 35.664, 20.784], [-17.177, 34.986, 22.008], [-16.126, 35.506, 22.619], [-15.552, 35.043, 23.662], [-15.808, 36.670, 21.985], [-17.347, 37.799, 21.159], [-16.092, 37.192, 20.072], [-17.058, 35.083, 19.939], [-18.500, 35.804, 20.647], [-13.002, 39.469, 26.815], [-13.155, 39.989, 25.411], [-14.049, 39.066, 24.834], [-14.303, 38.039, 25.769], [-14.797, 36.937, 25.504], [-13.775, 38.348, 26.947], [-13.484, 40.291, 27.345], [-11.957, 39.430, 27.121], [-12.299, 40.079, 24.744], [-13.606, 40.979, 25.345], [-19.925, 32.341, 28.906], [-19.020, 31.067, 28.895], [-17.754, 31.487, 28.420], [-17.736, 32.826, 28.604], [-16.878, 33.601, 28.150], [-18.872, 33.222, 29.165], [-20.657, 32.370, 29.713], [-20.521, 32.388, 27.995], [-19.276, 30.266, 28.202], [-18.827, 30.512, 29.813]],
  "mulliken_charge": [2.5126, 1.9225, -0.7282, -1.0509, -0.6495, -0.7337, 1.7695, -0.6819, -0.6859, -0.8007, -0.7399, 1.8771, -0.6546, -0.6679, -0.7896, -0.7115, 0.4559, -0.3724, -0.1087, -0.2941, -0.4158, -0.3793, -0.3190, -0.2635, 0.1373, 0.5751, -0.2900, 0.2946, 0.3377, 0.3354, 0.1473, -0.2924, -0.4723, -0.2634, 0.4940, -0.2176, -0.2410, 0.3153, 0.2769, 0.2778, 0.2938, -0.3357, -0.3912, -0.2429, -0.1416, -0.1226, -0.2790, 0.3092, 0.2818, 0.2441, 0.2951, -0.3916, -0.4188, -0.3835, 0.1614, 0.2781, -0.1369, 0.3392, 0.2928, 0.2365, 0.2641, -0.2437, -0.4206, -0.3121, 0.3297, -0.1434, -0.3062, 0.2989, 0.2586, 0.1975, 0.2839],
  "e_homo_ev": -6.34,
  "charge": -1
}

---

no.,lowest unoccupied orbital energy (Eh)
1,0.078
2,0.060